{"formula": "C34H56MnN2O4P3", "method": "ωB97M-V with the def2-TZVPD basis set", "symbols": ["C", "C", "C", "C", "C", "H", "H", "H", "N", "P", "P", "C", "H", "H", "C", "O", "C", "H", "C", "C", "C", "C", "C", "H", "H", "H", "C", "H", "H", "H", "C", "H", "H", "H", "C", "H", "H", "H", "C", "H", "H", "H", "C", "H", "H", "H", "C", "H", "H", "H", "C", "H", "H", "H", "C", "H", "H", "H", "C", "H", "H", "H", "C", "H", "H", "H", "C", "H", "H", "H", "Mn", "N", "C", "C", "C", "C", "C", "H", "C", "H", "C", "H", "H", "H", "C", "O", "P", "O", "C", "O", "C", "H", "H", "H", "H", "H", "H", "H", "H", "H"], "xyz": [[-1.106, 1.110, -2.353], [-1.614, 2.395, -0.444], [-1.859, 1.953, -3.170], [-2.257, 3.361, -1.267], [-2.397, 3.125, -2.624], [-1.968, 1.695, -4.222], [-2.680, 4.233, -0.768], [-2.920, 3.830, -3.269], [-0.958, 1.323, -1.031], [1.198, -0.330, -1.992], [-1.323, 1.017, 1.935], [-0.370, -0.087, -2.940], [-0.990, -0.990, -2.866], [-0.177, 0.063, -4.008], [0.749, -1.458, 1.244], [0.830, -2.491, 1.791], [-1.662, 2.445, 0.964], [-2.032, 3.367, 1.416], [-3.046, 0.180, 2.216], [-0.769, 1.765, 3.607], [1.779, -2.082, -2.459], [2.248, 1.055, -2.814], [-2.781, -1.274, 2.640], [-2.346, -1.332, 3.646], [-3.735, -1.820, 2.654], [-2.110, -1.793, 1.950], [-3.885, 0.890, 3.282], [-3.456, 0.825, 4.287], [-4.062, 1.940, 3.019], [-4.870, 0.400, 3.327], [-3.868, 0.227, 0.920], [-4.737, -0.443, 1.021], [-4.249, 1.236, 0.720], [-3.300, -0.103, 0.051], [-0.670, 0.598, 4.604], [-0.098, -0.239, 4.174], [-0.134, 0.937, 5.502], [-1.647, 0.223, 4.928], [0.617, 2.395, 3.427], [1.393, 1.631, 3.338], [0.659, 3.056, 2.554], [0.849, 3.002, 4.316], [-1.646, 2.912, 4.121], [-2.680, 2.648, 4.336], [-1.207, 3.258, 5.068], [-1.640, 3.755, 3.423], [3.728, 0.853, -2.478], [4.288, 1.722, -2.855], [3.899, 0.789, -1.397], [4.156, -0.035, -2.957], [1.805, 2.408, -2.236], [0.779, 2.655, -2.526], [1.893, 2.430, -1.142], [2.459, 3.195, -2.641], [2.101, 1.117, -4.340], [2.752, 1.926, -4.703], [2.424, 0.196, -4.835], [1.084, 1.358, -4.666], [0.668, -3.110, -2.202], [-0.222, -2.937, -2.817], [1.055, -4.108, -2.457], [0.367, -3.137, -1.149], [2.969, -2.448, -1.563], [2.698, -2.438, -0.499], [3.292, -3.468, -1.821], [3.826, -1.780, -1.707], [2.193, -2.143, -3.929], [1.390, -1.820, -4.604], [3.102, -1.566, -4.137], [2.424, -3.190, -4.175], [0.169, -0.073, 0.201], [-1.258, -1.353, -0.315], [-2.108, -2.088, -0.669], [-3.135, -2.963, -1.057], [-2.939, -4.361, -0.993], [-4.371, -2.447, -1.516], [-3.958, -5.224, -1.399], [-1.984, -4.746, -0.624], [-5.388, -3.324, -1.899], [-4.512, -1.367, -1.570], [-5.179, -4.707, -1.847], [-3.797, -6.302, -1.365], [-6.340, -2.920, -2.241], [-5.974, -5.386, -2.162], [3.974, 2.758, 1.347], [2.770, 2.025, 1.000], [2.547, 0.395, 1.157], [3.926, -0.213, 0.479], [5.171, -0.671, 1.066], [2.742, 0.085, 2.748], [3.844, 0.334, 3.668], [3.985, 3.623, 0.680], [4.900, 2.178, 1.195], [3.908, 3.107, 2.385], [5.009, -1.549, 1.711], [5.796, -0.974, 0.217], [5.698, 0.133, 1.610], [3.408, 0.229, 4.670], [4.265, 1.349, 3.569], [4.630, -0.423, 3.536]], "forces_ev_per_angstrom": [[0.3, -0.4, 0.1], [0.2, -0.1, -0.6], [0.0, 0.2, 0.2], [0.1, -0.3, 0.6], [0.1, -0.2, -0.2], [0.0, 0.2, 0.2], [0.1, -0.2, -0.3], [0.1, -0.1, 0.2], [-0.1, -0.2, 0.3], [0.0, -0.4, -1.3], [-0.2, 0.3, 1.1], [-0.5, 0.2, 0.3], [0.1, 0.3, 0.1], [0.0, 0.0, 0.3], [-0.3, -6.2, 2.9], [0.2, 4.6, -2.1], [-0.2, 0.9, -0.7], [0.1, -0.3, -0.1], [0.1, -0.3, -0.2], [0.4, -0.3, 0.0], [0.2, 0.2, 0.4], [0.4, 0.2, 0.4], [0.0, -0.1, 0.1], [-0.1, 0.0, -0.3], [0.2, 0.1, 0.0], [-0.1, 0.0, 0.1], [-0.1, 0.1, 0.2], [-0.2, 0.0, -0.3], [0.0, -0.3, 0.1], [0.3, 0.0, -0.1], [0.0, 0.0, -0.2], [0.3, 0.2, 0.1], [0.1, -0.2, 0.1], [-0.1, 0.2, 0.0], [0.1, 0.0, 0.2], [-0.1, 0.1, 0.2], [-0.1, -0.1, -0.2], [0.3, 0.1, -0.1], [0.4, -0.2, -0.1], [-0.2, 0.3, 0.0], [0.0, 0.0, 0.1], [-0.1, -0.2, -0.3], [-0.5, 0.0, 0.1], [0.3, 0.1, 0.0], [-0.1, -0.1, -0.3], [0.0, 0.0, 0.2], [0.3, 0.1, 0.1], [-0.2, -0.2, 0.1], [0.0, 0.0, -0.4], [-0.1, 0.2, 0.1], [-0.1, 0.1, 0.2], [0.2, 0.1, 0.1], [-0.1, 0.1, -0.2], [-0.2, -0.3, 0.1], [-0.1, -0.2, -0.2], [-0.2, -0.2, 0.2], [-0.1, 0.3, 0.1], [0.2, 0.1, 0.0], [-0.1, 0.0, 0.0], [0.1, -0.1, 0.0], [-0.1, 0.3, 0.0], [0.1, 0.0, -0.1], [0.2, -0.1, 0.0], [0.1, -0.1, -0.2], [-0.1, 0.3, 0.1], [-0.2, -0.2, 0.1], [0.1, -0.1, -0.3], [0.2, -0.1, 0.1], [-0.3, -0.2, 0.1], [-0.1, 0.2, 0.1], [-0.5, 1.6, -0.8], [-1.7, -1.6, -1.0], [2.1, 1.7, 1.0], [-0.8, -0.6, -0.4], [0.1, -0.2, 0.0], [-0.1, -0.1, -0.1], [0.2, 0.2, 0.1], [-0.4, 0.0, -0.2], [0.4, 0.3, 0.1], [-0.1, -0.3, 0.0], [0.2, 0.1, 0.1], [-0.1, 0.4, 0.0], [0.3, -0.1, 0.1], [0.2, 0.2, 0.1], [0.3, 0.2, 0.0], [-0.9, -2.3, -0.1], [4.3, 2.6, 1.7], [-2.4, 0.5, 0.5], [0.5, -0.3, 0.1], [-1.0, -0.4, -2.0], [0.4, 0.1, 0.5], [0.0, -0.1, 0.1], [-0.5, 0.1, 0.0], [-0.1, -0.1, -0.3], [0.0, 0.4, -0.2], [-0.3, 0.1, 0.2], [-0.4, -0.4, -0.2], [0.1, 0.0, -0.4], [-0.3, -0.5, -0.1], [-0.4, 0.3, 0.1]], "charge": 3, "largest_force_ha_per_bohr": 0.1324, "s_squared": 3.90, "gap_ha": [0.2148, 0.2510], "energy_ha": -3913.76794, "multiplicity": 4, "lumo_energy_ev": [-10.3, -10.3]}